# 1
{"formula": "C16H26ClGaIN2O3P", "method": "the ωB97M-V functional and the def2-TZVPD basis", "e_tot_ha": -3984.004302, "charge": 2, "homo_ev": -14.037, "homo_lumo_gap_ev": 6.5, "species": ["C", "C", "H", "H", "H", "O", "I", "Ga", "P", "C", "C", "H", "H", "H", "C", "H", "H", "H", "H", "H", "H", "C", "O", "Cl", "C", "C", "N", "C", "C", "C", "O", "C", "C", "C", "C", "N", "C", "H", "H", "H", "H", "H", "H", "H", "H", "H", "H", "H", "H", "H", "H"], "xyz": [[3.6275, -3.5415, -3.4057], [2.7800, -3.0948, -2.2668], [4.6998, -3.6028, -3.0971], [3.5135, -2.8157, -4.2292], [3.3153, -4.5349, -3.7796], [3.1749, -2.9795, -1.0703], [0.9491, -3.0389, 2.4733], [1.5597, -2.2385, 0.1714], [2.5752, 0.8707, -1.2217], [3.7236, 2.0548, -0.4922], [3.3885, 0.1411, -2.6383], [0.3073, 1.0218, -2.0398], [1.3530, 2.3279, -2.6702], [0.7415, 2.4259, -0.9898], [1.0955, 1.7405, -1.7781], [2.7069, -0.4626, -3.2492], [3.7450, 0.9771, -3.2587], [4.2213, 2.5799, -1.3185], [4.4808, 1.5513, 0.1179], [4.2604, -0.4620, -2.3511], [3.1947, 2.7896, 0.1239], [2.0524, -0.2000, 0.2264], [1.9408, 0.3428, 1.3283], [1.0807, -2.8363, -2.6634], [-3.5720, 3.6466, 1.2292], [-2.9450, 2.8048, 2.3079], [-2.2968, 1.5840, 1.8109], [-1.3196, 1.0181, 2.7796], [-1.8188, -0.1654, 3.6089], [-3.1085, 0.7371, 1.0603], [-4.3078, 0.9511, 0.8916], [-2.4947, -0.4665, 0.4014], [-3.3484, -1.5047, -0.0055], [-2.7783, -2.7015, -0.4400], [-1.3813, -2.8136, -0.4729], [-0.5760, -1.7661, -0.2347], [-1.1220, -0.5989, 0.1826], [-2.8823, 3.7800, 0.3967], [-3.7907, 4.6300, 1.6508], [-4.5008, 3.1938, 0.8849], [-2.1666, 3.3621, 2.8365], [-3.7139, 2.5196, 3.0374], [-0.3925, 0.7435, 2.2503], [-1.0548, 1.8514, 3.4501], [-1.7926, -1.1055, 3.0407], [-1.1553, -0.2789, 4.4743], [-2.8326, 0.0250, 3.9888], [-4.4241, -1.3764, 0.0732], [-3.3897, -3.5585, -0.7420], [-0.8888, -3.7539, -0.7157], [-0.4332, 0.2266, 0.3333]], "forces_ev_per_angstrom": [[0.94, 0.28, 0.14], [1.00, -0.84, 1.96], [-0.93, 0.08, -0.14], [0.01, -0.37, 0.18], [-0.13, 0.45, 0.24], [-2.22, 0.17, -2.80], [0.60, -0.26, -0.74], [-1.06, 1.25, 1.27], [0.16, 1.70, 0.71], [0.13, 0.22, -0.30], [0.16, -0.57, -0.29], [0.13, 0.21, 0.05], [-0.09, -0.11, 0.20], [0.12, -0.35, -0.24], [-0.07, 0.03, -0.06], [0.06, 0.19, 0.15], [-0.12, -0.18, 0.18], [-0.06, -0.03, 0.24], [-0.16, 0.01, -0.12], [-0.19, 0.20, 0.03], [0.03, -0.25, -0.07], [-0.07, -0.51, 2.06], [0.37, -0.78, -2.89], [0.88, -0.05, 0.30], [-0.21, 0.30, 0.02], [-0.26, -0.18, 0.34], [-0.09, -0.91, -0.28], [0.37, 0.05, -0.24], [0.03, 0.18, 0.10], [-0.98, 1.22, 0.45], [1.34, -0.53, -0.04], [0.42, -0.28, -0.16], [0.67, -0.23, 0.20], [0.45, -0.13, -0.12], [-0.79, 0.24, -0.16], [0.21, -0.06, 0.10], [-0.25, -0.59, -0.19], [-0.02, 0.03, -0.12], [-0.03, -0.04, -0.11], [0.17, 0.23, -0.10], [-0.15, -0.03, -0.13], [0.08, 0.11, 0.05], [-0.22, 0.10, 0.36], [-0.09, -0.40, -0.31], [-0.18, 0.22, 0.15], [-0.15, -0.09, -0.14], [0.25, -0.14, -0.14], [0.16, 0.05, 0.04], [0.24, 0.39, 0.22], [-0.24, 0.12, 0.02], [-0.27, -0.14, 0.15]]}

# 2
{"formula": "C16H26F16O4SSi2", "method": "the ωB97M-V functional and the def2-TZVPD basis", "e_tot_ha": -3501.375835, "charge": 0, "homo_ev": -8.553, "homo_lumo_gap_ev": 9.1, "species": ["C", "C", "C", "O", "Si", "O", "Si", "C", "S", "C", "C", "H", "H", "H", "H", "H", "H", "H", "H", "H", "H", "H", "H", "H", "H", "H", "H", "H", "H", "C", "C", "C", "F", "F", "F", "F", "O", "C", "C", "F", "F", "F", "F", "H", "H", "H", "H", "C", "C", "C", "F", "F", "F", "F", "O", "C", "C", "F", "F", "F", "F", "H", "H", "H", "H"], "xyz": [[6.8632, 0.2507, -1.9887], [6.2268, 1.5025, -2.6207], [4.8855, 1.2323, -3.2923], [3.8053, 1.1951, -2.3550], [3.1462, 2.5647, -1.7526], [1.5269, 2.5347, -2.0757], [0.4921, 3.6002, -1.3448], [-0.8553, 4.1146, -2.5209], [-1.5436, 2.7939, -3.5520], [-1.6624, 1.4261, -2.3763], [-2.6277, 1.6391, -1.1998], [6.1315, -0.5565, -1.8949], [7.7088, -0.1074, -2.5781], [7.2388, 0.4562, -0.9837], [6.8945, 1.9171, -3.3841], [6.1142, 2.2847, -1.8634], [4.6865, 1.9624, -4.0848], [4.9133, 0.2473, -3.7685], [3.3161, 2.5752, -0.2846], [3.7458, 3.7561, -2.3878], [-0.0489, 2.9910, -0.1121], [1.2550, 4.8077, -0.9306], [-0.4097, 4.8222, -3.2295], [-1.6529, 4.6416, -1.9845], [-0.6569, 1.1776, -2.0233], [-1.9870, 0.5879, -2.9981], [-3.2738, 0.7698, -1.0559], [-2.0812, 1.8225, -0.2701], [-3.2724, 2.5039, -1.3772], [-1.0533, -2.9696, -0.5194], [-0.3678, -4.3068, -0.8298], [0.1910, -5.1115, 0.3501], [1.1784, -4.4278, 0.9611], [0.7049, -6.2666, -0.1206], [0.5883, -4.1405, -1.7611], [-1.3450, -5.1030, -1.3597], [-0.2730, -1.8020, -0.7145], [0.4744, -1.2395, 0.2721], [1.9496, -1.0977, -0.1343], [2.4747, -2.3100, -0.3815], [2.6204, -0.5370, 0.8960], [0.3424, -1.8809, 1.4489], [0.0132, 0.0228, 0.4759], [-1.8462, -2.8905, -1.2616], [-1.5264, -2.9884, 0.4633], [-0.5972, -5.3395, 1.0718], [2.0367, -0.4648, -1.0202], [-2.8085, 0.7399, 3.9003], [-2.3410, -0.5411, 4.6046], [-1.8192, -1.6725, 3.7161], [-2.7962, -2.1410, 2.9068], [-1.4029, -2.6914, 4.4982], [-3.2950, -1.0064, 5.4323], [-1.2650, -0.1704, 5.3606], [-4.2021, 0.8800, 3.6980], [-4.8199, 0.4736, 2.5533], [-5.9303, -0.5467, 2.8474], [-5.4125, -1.6405, 3.4354], [-6.4972, -0.9157, 1.6782], [-3.9576, 0.0023, 1.6368], [-5.4331, 1.5511, 2.0056], [-2.5497, 1.5394, 4.5931], [-2.2449, 0.9054, 2.9815], [-0.9848, -1.3255, 3.1075], [-6.6840, -0.1005, 3.4978]], "forces_ev_per_angstrom": [[-0.06, 0.12, 0.19], [0.18, -0.07, -0.11], [0.10, -0.25, -0.09], [0.15, 0.09, -0.08], [-0.18, -0.24, -0.03], [0.22, 0.25, 0.26], [-0.11, 0.02, 0.12], [-0.06, 0.04, -0.19], [0.02, -0.01, 0.02], [-0.05, -0.13, 0.11], [0.02, 0.13, -0.04], [0.08, 0.05, -0.02], [-0.13, -0.07, -0.02], [-0.01, -0.02, -0.09], [-0.02, -0.04, 0.11], [-0.12, 0.01, -0.12], [-0.07, 0.07, 0.17], [-0.03, 0.09, 0.00], [0.01, 0.06, -0.02], [0.07, -0.02, -0.01], [-0.03, -0.04, -0.02], [-0.01, -0.02, -0.04], [-0.10, -0.01, 0.10], [0.13, -0.01, -0.01], [-0.10, -0.05, -0.05], [0.03, 0.06, 0.04], [0.10, 0.06, 0.05], [-0.09, -0.06, -0.10], [-0.01, -0.12, -0.01], [-0.39, 0.19, 0.06], [0.08, 0.02, 0.00], [-0.09, 0.01, -0.04], [0.07, 0.08, 0.03], [0.03, -0.04, 0.00], [0.01, 0.01, -0.03], [-0.02, -0.01, -0.01], [0.41, -0.26, -0.17], [-0.22, 0.15, -0.10], [-0.11, 0.08, -0.07], [0.02, -0.09, 0.01], [0.04, 0.02, 0.03], [0.13, -0.18, 0.05], [-0.07, 0.12, 0.07], [0.01, 0.03, 0.02], [0.10, -0.05, 0.04], [0.00, 0.01, 0.02], [0.03, -0.01, -0.02], [0.16, 0.42, -0.07], [-0.16, -0.06, -0.04], [0.12, 0.06, 0.06], [-0.05, -0.02, -0.08], [-0.01, -0.04, 0.01], [-0.02, 0.01, 0.02], [0.02, 0.00, 0.02], [-0.09, -0.43, 0.21], [-0.05, 0.20, -0.03], [0.00, 0.09, 0.02], [0.03, -0.04, 0.01], [-0.03, -0.02, -0.02], [0.09, -0.09, -0.03], [0.05, 0.03, -0.05], [-0.03, 0.01, -0.03], [0.00, -0.12, -0.02], [0.00, 0.02, 0.03], [-0.01, -0.01, 0.01]]}

# 3
{"formula": "C16H26HgN3O4", "method": "the ωB97M-V functional and the def2-TZVPD basis", "e_tot_ha": -1243.635324, "multiplicity": 2, "charge": 0, "e_above_lowest_ev": 1.265, "s2": 0.778, "homo_ev": [-3.721, -3.639], "homo_lumo_gap_ev": [2.5, 2.4], "species": ["Hg", "O", "C", "O", "C", "C", "C", "C", "C", "N", "C", "O", "O", "H", "H", "H", "H", "H", "N", "C", "C", "N", "C", "C", "H", "H", "H", "H", "H", "H", "H", "H", "H", "H", "H", "C", "C", "C", "C", "C", "H", "H", "H", "H", "H", "H", "H", "H", "H", "H"], "xyz": [[7.9899, 7.6447, 11.6393], [5.7436, 5.0521, 15.1086], [6.2257, 5.6798, 13.9698], [5.5316, 6.1787, 13.0825], [7.7049, 5.6492, 13.9619], [8.3723, 4.5607, 14.5696], [9.7614, 4.6610, 14.6895], [10.4565, 5.8356, 14.4183], [9.7290, 6.9170, 13.9632], [8.4495, 6.7224, 13.6018], [10.3388, 8.2034, 13.6922], [11.3194, 8.6613, 14.5348], [10.0336, 8.8969, 12.7162], [4.7277, 5.1614, 15.1509], [7.8054, 3.7670, 15.0886], [10.3608, 3.8347, 15.1297], [11.5244, 5.8683, 14.6346], [11.5853, 7.9660, 15.1413], [10.4915, 6.0025, 6.2313], [11.2094, 7.3165, 6.2821], [11.7610, 7.6330, 7.6518], [10.6380, 7.6491, 8.6113], [9.9314, 6.3843, 8.5869], [9.4284, 5.8995, 7.2905], [11.2296, 5.3209, 6.4808], [10.0359, 5.9036, 5.3081], [10.4678, 8.1296, 5.9999], [12.0533, 7.2358, 5.5749], [12.3329, 8.5834, 7.5688], [12.4674, 6.7944, 7.8937], [10.9193, 7.9413, 9.5406], [9.0666, 6.4188, 9.2667], [10.5312, 5.5317, 8.9421], [8.4932, 6.5121, 7.0109], [9.0662, 4.8694, 7.2899], [4.4717, 9.0667, 10.5154], [5.9131, 9.7098, 10.5981], [6.0549, 10.8561, 9.6133], [6.1114, 10.2481, 12.0236], [6.8959, 8.6780, 10.2509], [3.8791, 9.2668, 11.4454], [4.5399, 7.9597, 10.5615], [3.9155, 9.3321, 9.5822], [5.5187, 11.7472, 10.0646], [5.6648, 10.5522, 8.6843], [7.1377, 11.1705, 9.5575], [5.3719, 11.0416, 12.2745], [7.1237, 10.7674, 12.2208], [6.1268, 9.4680, 12.7230], [7.2477, 8.3697, 9.2571]], "forces_ev_per_angstrom": [[-1.73, 0.67, -0.04], [-2.05, 0.77, -0.75], [-1.16, 0.67, -1.46], [0.94, -0.95, 2.23], [1.66, -2.38, 2.38], [-1.46, 1.33, 0.01], [1.61, -1.52, 0.61], [-0.32, 0.06, 0.60], [1.47, -1.10, 0.86], [-1.89, 1.49, -2.26], [0.16, 1.50, -1.51], [-0.14, -0.21, -0.75], [0.68, -0.59, 1.75], [2.28, -0.21, -0.50], [0.42, 0.41, -0.70], [-0.68, 0.49, -0.43], [-0.18, 0.15, -0.07], [-0.20, -0.17, 0.32], [-0.08, 0.50, 0.56], [-0.38, 1.75, -0.94], [-0.34, -0.94, 0.80], [0.61, 0.14, -1.55], [0.38, -0.74, 2.08], [-2.70, 1.42, -1.41], [-0.67, -0.19, -0.77], [0.80, -0.50, 0.48], [0.91, -1.07, 0.10], [-0.57, 0.22, 0.04], [-0.56, -0.61, 0.35], [0.03, 0.54, 0.01], [-0.34, -0.06, -0.03], [0.16, 0.18, -0.10], [0.52, 0.10, 0.48], [1.64, -0.58, -0.19], [0.32, 0.05, 0.34], [-0.71, -0.43, 0.70], [-0.49, -0.50, 0.37], [0.86, 1.93, 2.08], [1.43, 2.45, -0.43], [2.87, -2.12, -0.66], [0.04, 0.46, -0.88], [0.27, 0.73, -0.32], [0.28, 0.00, 0.78], [0.14, -0.73, -0.96], [-0.39, 0.02, -1.38], [-1.10, -0.48, -0.15], [0.08, -0.75, -0.04], [-1.21, -0.76, -0.88], [-0.55, -1.22, 1.19], [-0.65, 0.76, 0.05]]}

# 4
{"formula": "C16H26IN3O6P", "method": "the ωB97M-V functional and the def2-TZVPD basis", "e_tot_ha": -1879.871171, "charge": 1, "homo_ev": -11.597, "homo_lumo_gap_ev": 6.8, "species": ["C", "C", "O", "N", "C", "C", "O", "C", "C", "C", "C", "P", "O", "O", "O", "C", "C", "C", "C", "I", "N", "N", "C", "H", "H", "H", "H", "H", "H", "H", "H", "H", "H", "H", "H", "H", "H", "H", "H", "H", "H", "H", "H", "C", "C", "O", "C", "H", "H", "H", "H", "H", "H"], "xyz": [[-3.8497, 0.8054, 1.7436], [-2.5240, 1.4951, 1.9273], [-2.4023, 2.6662, 2.1476], [-1.3863, 0.6311, 1.9565], [-0.1197, 1.3030, 2.3802], [0.4240, 2.4437, 1.5804], [0.4137, 0.8521, 3.3476], [-1.2206, -0.2611, 0.8682], [-0.9882, 0.1256, -0.4475], [-0.7870, -0.8250, -1.4602], [-0.5576, -0.3250, -2.8599], [-2.0443, 0.1947, -3.7926], [-1.7022, 1.0270, -4.9322], [-2.7853, -1.1771, -4.1814], [-3.0076, 0.9175, -2.7344], [-0.8202, -2.1803, -1.1324], [-0.5712, -3.2906, -2.1111], [0.8532, -3.8911, -1.9609], [0.8938, -5.4073, -2.1644], [2.2418, -2.9354, -3.2703], [-1.0550, -2.5208, 0.1740], [-1.0895, -3.8538, 0.6120], [-1.2357, -1.6170, 1.1494], [-4.0855, 0.2832, 2.6733], [-4.6096, 1.5601, 1.5505], [-3.8316, 0.0731, 0.9349], [-0.1698, 2.7124, 0.7102], [0.4337, 3.3187, 2.2338], [1.4605, 2.2438, 1.3103], [-0.9649, 1.1779, -0.7101], [-0.0399, -1.0456, -3.4920], [0.0639, 0.5723, -2.8102], [-2.7937, -1.8318, -3.4740], [-3.3191, 0.3328, -2.0335], [-0.7178, -2.9155, -3.1229], [-1.2945, -4.0956, -1.9553], [1.2367, -3.6518, -0.9662], [1.7721, -5.8178, -1.6631], [0.9806, -5.6701, -3.2173], [0.0106, -5.8925, -1.7387], [-2.0435, -4.1959, 0.6149], [-0.4839, -4.4373, 0.0542], [-1.3701, -1.9959, 2.1542], [4.8788, 4.6434, 1.4570], [3.7114, 4.5425, 2.4063], [2.5673, 4.6114, 2.0150], [4.0373, 4.3578, 3.8664], [4.5181, 4.7781, 0.4403], [5.5105, 5.4891, 1.7321], [5.4871, 3.7391, 1.5142], [4.6412, 5.1938, 4.2223], [4.6149, 3.4427, 4.0077], [3.1195, 4.3013, 4.4462]], "forces_ev_per_angstrom": [[0.02, 0.13, -0.10], [0.08, -0.25, 0.01], [-0.01, 0.13, 0.22], [-0.21, 0.59, -0.58], [0.31, -0.23, 0.39], [-0.21, 0.22, 0.03], [-0.09, 0.01, -0.27], [0.02, -0.41, 0.18], [-0.09, -0.22, -0.02], [-0.02, 0.10, 0.17], [-0.08, 0.05, 0.11], [0.02, 0.10, -0.31], [-0.12, -0.12, 0.16], [0.20, 0.12, 0.23], [0.30, -0.15, 0.06], [-0.09, 0.04, 0.05], [0.16, -0.02, -0.05], [-0.20, -0.21, 0.24], [0.33, 0.10, 0.05], [0.12, 0.09, 0.02], [0.10, 0.18, -0.14], [0.01, -0.03, 0.16], [0.11, 0.15, -0.06], [-0.02, -0.01, -0.05], [0.03, -0.09, 0.00], [-0.04, -0.01, 0.03], [0.01, -0.10, 0.01], [0.10, -0.05, -0.05], [-0.04, -0.02, 0.02], [0.00, -0.04, 0.05], [0.07, 0.12, 0.04], [-0.01, -0.05, -0.10], [-0.17, -0.09, -0.09], [-0.24, 0.10, -0.03], [-0.06, -0.13, 0.04], [-0.07, 0.09, -0.01], [0.00, 0.01, -0.06], [-0.03, 0.02, -0.08], [-0.24, -0.03, 0.00], [-0.01, 0.01, -0.05], [0.00, -0.04, -0.09], [0.00, -0.03, -0.04], [0.03, -0.03, -0.10], [-0.12, 0.00, -0.08], [0.04, 0.07, 0.05], [0.01, -0.07, -0.03], [-0.14, 0.00, -0.01], [0.00, 0.00, 0.00], [0.05, -0.03, 0.03], [0.05, 0.03, 0.04], [0.06, -0.03, 0.00], [0.06, 0.03, 0.01], [0.00, 0.00, 0.00]]}